Entry 1:
Here is a single C13H16FNO2 molecule from OMol25. Energies are from ωB97M-V/def2-TZVPD.

The geometry in XYZ format:
```
33
Properties=species:S:1:pos:R:3:lowdin_charge:R:1
C -4.284 -0.344 -1.117 -0.02
C -3.466 -0.512 0.137 -0.46
O -3.933 -0.932 1.165 0.09
C -2.007 -0.113 0.025 -0.12
C -1.836 1.362 -0.359 -0.09
C -0.368 1.651 -0.636 -0.51
O 0.116 1.550 -1.743 0.07
N 0.341 2.045 0.446 0.07
H -0.078 1.993 1.361 0.15
C 1.760 2.299 0.376 -0.16
H 2.001 2.390 -0.685 0.12
H 1.983 3.244 0.883 0.12
C 2.588 1.165 1.004 -0.11
C 2.269 -0.135 0.326 -0.17
C 1.318 -0.998 0.851 -0.24
C 0.948 -2.175 0.230 -0.02
C 1.546 -2.505 -0.973 -0.08
C 2.498 -1.665 -1.525 -0.08
C 2.854 -0.494 -0.881 -0.03
H 3.591 0.161 -1.320 0.12
H 2.961 -1.921 -2.466 0.10
H 1.266 -3.417 -1.477 0.10
H 0.202 -2.806 0.686 0.12
F 0.718 -0.672 2.026 0.05
H 3.646 1.403 0.887 0.12
H 2.361 1.097 2.070 0.11
H -2.214 2.003 0.440 0.13
H -2.384 1.572 -1.278 0.12
H -1.524 -0.312 0.982 0.11
H -1.536 -0.733 -0.743 0.13
H -5.115 -1.045 -1.109 0.09
H -3.681 -0.483 -2.009 0.08
H -4.699 0.663 -1.128 0.09
```

* gap between HOMO and LUMO: 10.03 eV
* strongest force on any atom: 0.6 eV Å⁻¹
* SMILES string: CC(=O)CCC(=O)NCCc1ccccc1F
* multiplicity: 1
* E_LUMO: 0.02825 Ha

Entry 2:
Here is C26H29CrN6O4S as an isolated structure from OMol25. Energies are from ωB97M-V/def2-TZVPD.

The geometry in XYZ format:
```
67
Properties=species:S:1:pos:R:3:lowdin_charge:R:1
Cr 0.000 0.000 0.000 0.67
C 6.806 4.782 1.440 -0.06
C 5.509 4.263 0.895 -0.28
C 4.672 5.090 0.132 -0.04
C 3.473 4.596 -0.383 -0.06
C 3.115 3.269 -0.140 -0.26
C 3.941 2.428 0.605 -0.04
C 5.139 2.928 1.119 -0.04
S 1.533 2.631 -0.774 0.64
O 0.802 3.858 -1.103 -0.33
O 2.005 1.887 -1.942 -0.30
N 0.867 1.723 0.359 -0.23
C 0.330 2.167 1.533 -0.24
C 0.548 3.456 2.067 0.00
C 0.018 3.852 3.293 -0.06
C -0.760 2.969 4.023 -0.05
C -1.020 1.690 3.517 -0.16
C -1.822 0.796 4.242 0.00
C -2.090 -0.465 3.732 -0.04
C -1.544 -0.787 2.508 -0.10
N -0.765 0.045 1.789 0.00
C -0.486 1.279 2.268 -0.15
H 6.865 5.873 1.359 0.07
H 7.645 4.351 0.885 0.08
H 6.904 4.526 2.500 0.08
H 4.943 6.123 -0.067 0.11
H 2.822 5.235 -0.972 0.11
H 3.649 1.397 0.781 0.12
H 5.779 2.268 1.698 0.11
H 1.142 4.188 1.525 0.10
H 0.217 4.853 3.665 0.11
H -1.168 3.286 4.977 0.11
H -2.241 1.083 5.201 0.12
H -2.708 -1.172 4.269 0.11
H -1.717 -1.755 2.048 0.10
N -0.018 -5.213 -1.226 0.11
C -0.766 -4.081 -0.909 -0.35
C -0.172 -2.843 -0.667 -0.01
N -0.876 -1.728 -0.347 -0.04
C -2.210 -1.908 -0.256 -0.14
C -2.805 -3.138 -0.481 -0.09
N -2.098 -4.245 -0.812 0.13
H 0.578 -5.055 -2.031 0.10
H -0.681 -5.967 -1.392 0.09
H 0.903 -2.717 -0.721 0.11
H -2.794 -1.034 0.006 0.12
H -3.878 -3.269 -0.401 0.11
O -0.791 0.710 -1.543 -0.03
C -1.322 0.559 -2.637 -0.40
C -0.544 0.538 -3.927 -0.08
C -1.019 1.620 -4.909 -0.18
C -1.562 2.909 -4.263 -0.17
C -3.029 2.809 -3.802 -0.18
C -3.287 1.875 -2.613 -0.19
N -2.690 0.578 -2.836 0.06
H -0.612 -0.457 -4.380 0.13
H 0.510 0.712 -3.681 0.12
H -1.783 1.198 -5.573 0.11
H -0.171 1.879 -5.555 0.12
H -1.513 3.703 -5.018 0.11
H -0.918 3.228 -3.435 0.12
H -3.639 2.479 -4.652 0.11
H -3.385 3.811 -3.535 0.11
H -4.363 1.727 -2.477 0.12
H -2.880 2.313 -1.694 0.13
H -3.008 0.134 -3.687 0.14
O 1.434 -0.647 -0.398 -0.46
```

* gap between HOMO and LUMO (alpha / beta): 5.57 / 7.02 eV
* strongest force on any atom: 4.0 eV Å⁻¹
* multiplicity: 4
* E_LUMO (alpha / beta): -0.00795 / -0.01593 Ha

no.,electronic energy (Eh)
1,-810.1025
2,-3080.2944